Record 1
{"formula": "C3H10O2", "method": "ωB97M-V/def2-TZVPD", "symbols": ["O", "O", "C", "C", "C", "H", "H", "H", "H", "H", "H", "H", "H", "H", "H"], "xyz": [[2.163116, 1.262608, -0.642677], [0.943120, -2.840345, -2.053331], [-0.564849, 0.053878, 2.080859], [-0.755575, 0.806583, 1.023245], [-1.760215, 0.705618, -0.074262], [-0.061046, 1.647650, 0.932549], [0.746329, -3.605469, -2.603491], [-0.959010, -0.956237, 2.190467], [2.097981, 0.924115, 0.256103], [0.134809, 0.266948, 2.880088], [1.841270, -2.612008, -2.321353], [-2.776846, 0.783145, 0.320854], [-1.725421, -0.203396, -0.673898], [2.335347, 2.206341, -0.572917], [-1.659010, 1.560570, -0.742234]], "forces_ev_per_a": [[0.0, 0.0, -0.2], [0.2, -0.1, -0.2], [0.3, -1.6, 0.6], [0.8, 1.0, -0.3], [-0.5, 0.1, -0.2], [-0.5, 0.2, 0.1], [-0.2, 0.0, 0.1], [-0.7, 0.3, 0.0], [0.0, 0.1, 0.0], [0.2, 0.4, -0.3], [-0.1, 0.2, 0.1], [0.1, -0.1, 0.1], [0.2, -0.1, 0.1], [0.0, -0.1, 0.1], [0.1, -0.1, -0.1]], "nbo_charge": [-0.940, -0.932, -0.409, -0.163, -0.661, 0.184, 0.464, 0.188, 0.474, 0.192, 0.468, 0.220, 0.231, 0.468, 0.217], "homo_lumo_gap_ev": 10.40, "max_force_ev_per_a": 1.78, "energy_ev": -7367.065}



Record 2
{"formula": "C3H3NO2S2", "method": "ωB97M-V/def2-TZVPD", "symbols": ["S", "S", "O", "O", "N", "C", "C", "C", "H", "H", "H"], "xyz": [[-1.628774, 2.180835, -0.009296], [-2.118012, -1.086198, -0.135746], [2.808784, 0.352984, -0.248500], [0.801455, 1.330387, -0.074592], [-0.578825, -0.308774, -0.056148], [-0.499666, 1.044533, 0.012545], [1.590100, 0.301762, 0.003068], [0.670763, -0.937236, 0.205137], [-2.687424, 0.237755, -0.399759], [0.692451, -1.436147, 1.288262], [0.949144, -1.679902, -0.584976]], "forces_ev_per_a": [[-0.9, 0.6, 0.1], [-0.4, 1.5, -0.2], [-4.1, -0.3, 1.3], [0.9, 3.2, 0.3], [-1.6, 0.6, 0.4], [-0.3, -1.6, -0.7], [4.6, -2.6, -1.0], [1.2, -1.2, 1.0], [0.6, -1.7, 0.4], [0.2, 1.1, -2.3], [-0.3, 0.4, 0.8]], "nbo_charge": [-0.046, 0.139, -0.528, -0.451, -0.550, 0.326, 0.776, -0.336, 0.180, 0.240, 0.250], "homo_lumo_gap_ev": 9.13, "max_force_ev_per_a": 5.38, "energy_ev": -30413.901}



Record 3
{"formula": "C9H13KN2S", "method": "ωB97M-V/def2-TZVPD", "symbols": ["K", "S", "N", "N", "C", "C", "C", "C", "C", "C", "C", "C", "C", "H", "H", "H", "H", "H", "H", "H", "H", "H", "H", "H", "H", "H"], "xyz": [[-0.726061, 0.664272, 3.730386], [4.822680, -0.070934, -2.883141], [-2.618115, 1.567945, -0.270577], [3.572074, 1.233063, -0.550641], [1.315467, 1.658831, 2.386004], [1.871715, 1.368106, 1.216061], [0.660385, -1.381826, -0.679445], [-2.014522, -0.940306, -0.673367], [-0.621970, -0.829190, 0.143208], [2.074382, -0.834224, -0.118636], [3.958406, 0.838435, -1.750383], [2.191534, 0.767513, -0.241802], [-3.119410, 0.149047, -0.237762], [0.482791, -1.145970, -1.786911], [2.917183, -1.423832, -0.619153], [-2.475224, -1.979671, -0.448855], [-0.514111, 0.268953, 0.472618], [-3.481748, -0.052300, 0.844404], [1.278786, 1.835402, 3.531349], [-3.163504, 2.130850, 0.411870], [2.110334, -1.079790, 1.017246], [-0.678651, -1.454164, 1.120601], [-4.020341, 0.115987, -0.972977], [-1.770080, -0.811249, -1.788192], [0.673476, -2.539655, -0.582850], [-2.690746, 1.975178, -1.218418]], "forces_ev_per_a": [[-0.5, -0.4, -0.4], [-2.0, 2.2, 2.1], [-0.5, -0.4, 0.5], [-0.1, -2.3, -6.8], [2.4, -0.7, -3.5], [-2.0, -0.6, 2.5], [-0.3, -0.3, 0.4], [0.2, -0.1, 0.7], [-0.1, 0.1, 0.3], [-1.1, 0.0, 0.6], [1.1, -0.4, 3.9], [0.3, 0.5, 4.7], [-0.3, 0.1, -0.5], [0.6, -0.1, 1.5], [-1.0, 1.1, 0.5], [0.7, 1.6, -0.8], [0.2, -1.6, -0.8], [0.5, 0.2, -1.8], [1.0, -0.1, -2.8], [0.5, -0.4, -1.1], [0.0, 0.1, -1.8], [-0.1, 0.8, -1.4], [1.3, -0.6, 1.4], [-0.5, -0.3, 1.6], [-0.1, 1.8, -0.2], [0.0, -0.3, 1.0]], "nbo_charge": [0.981, -0.123, -0.862, -0.453, -0.728, 0.152, -0.388, -0.417, -0.427, -0.435, 0.240, -0.216, -0.212, 0.207, 0.230, 0.204, 0.239, 0.163, 0.199, 0.354, 0.185, 0.156, 0.182, 0.212, 0.189, 0.369], "homo_lumo_gap_ev": 4.20, "max_force_ev_per_a": 7.22, "energy_ev": -39676.237}



Record 4
{"formula": "C23H52IrO3P4S", "method": "ωB97M-V/def2-TZVPD", "symbols": ["Ir", "S", "P", "P", "P", "P", "O", "O", "O", "C", "C", "C", "C", "C", "C", "C", "C", "C", "C", "C", "C", "C", "C", "C", "C", "C", "C", "C", "C", "C", "C", "C", "H", "H", "H", "H", "H", "H", "H", "H", "H", "H", "H", "H", "H", "H", "H", "H", "H", "H", "H", "H", "H", "H", "H", "H", "H", "H", "H", "H", "H", "H", "H", "H", "H", "H", "H", "H", "H", "H", "H", "H", "H", "H", "H", "H", "H", "H", "H", "H", "H", "H", "H", "H"], "xyz": [[-0.688171, 0.196272, 0.274287], [1.009089, -0.953265, -1.233402], [-0.049756, -0.839757, 2.132236], [2.867209, 1.893488, -0.697013], [-2.746240, -0.231027, -0.515383], [-1.085368, 2.215554, 1.069181], [-1.252920, -1.408901, 3.040089], [0.850748, -2.084150, 1.673121], [0.938694, -0.069588, 3.199589], [-3.442009, 1.177779, -1.425658], [0.112317, 2.899363, 2.264974], [1.431375, -4.276432, 1.003831], [-0.747025, 0.835496, -4.362812], [-3.850710, -0.652272, 0.859296], [2.489415, 0.207695, 5.056199], [3.449609, 1.527441, 0.958256], [-2.833972, -1.644164, -1.627855], [-1.706877, -0.860217, 4.367760], [-1.270914, -1.836273, 5.424015], [0.260287, -0.676151, -2.757115], [0.280483, -3.383226, 1.372896], [2.096134, -0.702965, 3.914151], [2.635071, 3.653703, -0.932698], [-1.238906, 3.580051, -0.124567], [-2.629505, 2.283081, 2.039083], [3.862648, 1.140324, -1.983172], [-0.848624, -1.555765, -4.720670], [1.154307, -1.630798, -6.781637], [1.520848, -2.708483, -6.092753], [-1.180449, -0.252779, -5.103090], [-0.112678, -1.768758, -3.564947], [-0.020710, 0.627873, -3.189557], [-0.455989, -3.306983, 0.558899], [-4.551321, -1.400844, 0.488355], [-1.967280, 3.342890, -0.905587], [2.856486, 2.048499, 1.723068], [0.222271, -2.778304, -3.267028], [2.574689, -3.018455, -6.055583], [2.057230, -4.418075, 1.900408], [-3.509451, 2.359433, 1.392859], [-4.388979, 0.228357, 1.203206], [-2.720631, 1.396290, 2.674164], [-0.400317, 3.649331, 2.884827], [2.901033, -0.808034, 3.169140], [3.584004, 4.113601, -1.248188], [0.115661, -1.357996, -6.960522], [-2.105025, -2.398162, -1.325890], [1.637191, 0.461630, 5.695844], [0.305834, 1.467892, -2.582622], [4.779128, 1.714759, -2.159004], [-1.582572, -2.848972, 5.151353], [-4.255646, 0.817979, -2.063094], [-1.579122, 4.486638, 0.396993], [-3.265749, -1.074344, 1.680989], [3.395070, 0.445963, 1.145555], [-1.726089, -0.083116, -6.045106], [-0.268341, 3.789456, -0.590343], [2.297201, 4.136927, -0.003976], [4.080750, 0.102023, -1.700006], [-0.958957, 1.862538, -4.679425], [-1.305049, 0.152492, 4.532599], [-2.795704, -0.789820, 4.304838], [1.908975, -0.988113, -7.265779], [2.028314, -3.844903, 0.192034], [-3.841100, -2.072190, -1.569826], [-2.590947, 3.165376, 2.687859], [3.247653, -0.291239, 5.674081], [0.949663, 3.384994, 1.749051], [0.496775, 2.107090, 2.919312], [1.666133, 1.228413, -1.042070], [-0.216448, -3.735833, 2.295706], [1.052512, -5.256400, 0.694328], [-3.836874, 1.938933, -0.744314], [-1.068642, -2.388969, -5.376367], [0.796768, -3.345429, -5.601883], [-2.673279, 1.617960, -2.067453], [2.928674, 1.128435, 4.664174], [1.795622, -1.710077, 4.247848], [1.886742, 3.814214, -1.723769], [3.245277, 1.126053, -2.892849], [-0.181858, -1.804084, 5.506808], [4.502910, 1.852197, 1.061510], [-1.704036, -1.584367, 6.394100], [-2.616593, -1.338783, -2.655892]], "forces_ev_per_a": [[1.4, -0.4, -0.9], [-1.0, -0.2, -0.1], [1.2, -1.5, 3.3], [-0.1, -0.2, -0.5], [-1.1, -0.5, -0.4], [0.4, 2.7, 0.5], [0.5, 0.9, -0.3], [-0.4, 0.8, 0.5], [-0.7, -0.6, -1.4], [-0.3, -0.1, -0.1], [0.0, 0.0, 0.3], [0.2, -0.3, 0.3], [0.7, 0.9, 1.3], [0.0, 0.0, 0.0], [0.0, 0.0, -0.1], [0.2, -0.1, 0.3], [-0.1, -0.2, -0.2], [0.0, -0.1, -0.2], [0.2, -0.1, 0.0], [0.3, -0.1, 0.4], [-0.3, -0.6, 0.4], [-0.3, -0.3, -0.3], [0.0, 0.4, -0.2], [-0.3, 0.3, 0.0], [-0.1, -0.2, 0.0], [0.3, 0.2, -0.1], [0.3, -0.1, 0.6], [0.8, 0.0, -0.4], [0.5, 0.3, -0.5], [-0.4, -0.4, -0.9], [0.1, -0.9, -0.5], [-1.0, 0.8, -0.8], [0.1, 0.2, 0.2], [-0.1, 0.1, 0.2], [0.2, 0.1, 0.1], [0.1, -0.1, -0.3], [-0.3, 0.6, -0.2], [-0.5, 0.2, 0.1], [-0.1, 0.0, -0.5], [0.2, 0.0, 0.1], [-0.1, -0.1, 0.0], [0.0, 0.1, -0.1], [0.2, -0.1, -0.2], [-0.3, 0.0, 0.3], [-0.3, -0.1, 0.1], [0.3, -0.1, 0.0], [-0.1, 0.0, 0.0], [0.1, -0.1, -0.1], [-0.1, 0.0, -0.1], [-0.1, -0.3, 0.0], [0.0, 0.2, 0.1], [0.0, 0.1, 0.1], [0.1, -0.2, -0.1], [-0.1, 0.0, -0.1], [0.0, 0.2, -0.1], [0.2, -0.1, 0.6], [-0.2, -0.1, 0.1], [0.1, -0.2, -0.3], [0.1, 0.3, -0.1], [0.1, -0.5, 0.0], [0.0, -0.4, -0.3], [0.2, -0.1, -0.2], [-0.5, -0.5, 0.2], [-0.1, -0.1, 0.2], [0.2, 0.0, -0.2], [0.0, -0.1, -0.2], [-0.2, 0.1, -0.2], [-0.2, -0.1, 0.1], [-0.1, 0.2, -0.2], [0.2, 0.6, 1.0], [0.1, 0.1, -0.6], [0.1, 0.2, 0.0], [0.1, -0.2, -0.2], [-0.3, 0.1, 0.2], [0.1, -0.2, -0.1], [-0.1, -0.1, 0.1], [-0.1, 0.0, 0.1], [0.1, 0.5, -0.1], [0.3, 0.0, 0.2], [0.3, 0.1, 0.1], [-0.1, -0.1, 0.1], [-0.4, -0.1, -0.2], [0.0, 0.0, -0.1], [-0.1, 0.0, 0.2]], "mulliken_spin": [1.859, 0.644, 0.234, -0.073, 0.077, 0.136, 0.043, 0.056, -0.007, 0.056, 0.124, -0.001, 0.048, 0.018, 0.001, 0.045, 0.088, 0.010, 0.004, 0.165, 0.016, 0.009, 0.007, 0.095, 0.011, 0.006, -0.025, 0.004, -0.002, 0.179, 0.102, 0.084, 0.008, 0.008, -0.015, -0.008, -0.009, 0.001, 0.000, -0.011, -0.009, -0.003, 0.001, 0.000, 0.001, 0.000, -0.010, 0.000, -0.009, 0.001, 0.000, 0.009, 0.007, 0.014, -0.001, -0.013, -0.033, -0.004, -0.006, 0.004, -0.002, 0.002, 0.000, 0.001, 0.010, 0.007, 0.001, -0.021, -0.009, 0.085, 0.003, 0.001, -0.001, 0.004, 0.001, -0.011, 0.000, 0.001, 0.001, 0.002, 0.000, 0.002, 0.001, -0.012], "total_charge": 3, "homo_lumo_gap_ev": [7.57, 4.47], "spin_multiplicity": 5, "max_force_ev_per_a": 3.78, "energy_ev": -81641.415, "s2": 6.03}



Record 5
{"formula": "C10H17N7O12S2", "method": "ωB97M-V/def2-TZVPD", "symbols": ["S", "S", "O", "O", "O", "O", "O", "O", "O", "O", "O", "O", "O", "O", "N", "N", "N", "N", "N", "N", "N", "C", "C", "C", "C", "C", "C", "C", "C", "C", "C", "H", "H", "H", "H", "H", "H", "H", "H", "H", "H", "H", "H", "H", "H", "H", "H", "H"], "xyz": [[2.765945, 0.123266, -0.342721], [0.630209, -4.560791, 2.600332], [-2.593002, -2.341817, 1.455424], [-0.473650, -1.018034, 3.125151], [1.214270, -0.276908, -0.626313], [3.219531, -0.483966, 1.163192], [3.684254, -0.616721, -1.286859], [2.973640, 1.515271, -0.218954], [-0.525265, -5.445847, 3.304104], [0.359687, 2.541476, 0.176439], [1.918889, -5.116115, 2.985456], [-0.345826, 2.958326, -1.896876], [0.307193, -4.526417, 1.209736], [1.454051, -1.958901, 2.135988], [-2.615569, 1.972118, -1.418574], [0.171492, -3.218624, 3.424092], [-2.630065, -2.191887, -1.203644], [-4.581637, 3.256882, -0.950229], [-1.859526, -0.111120, -1.297131], [-3.531605, 1.956081, 0.691435], [-2.608798, -1.108934, 0.833985], [-3.608203, 2.336510, -0.593009], [-0.663480, -0.114100, 2.053041], [0.487841, 0.607723, -1.576030], [-2.385384, -1.145046, -0.535375], [-0.681441, -0.260810, -2.225231], [-1.685797, 1.231328, -0.630509], [-0.230604, 1.873125, -0.968691], [-2.181843, 1.372888, 0.846253], [-2.114499, 0.009536, 1.625233], [0.418468, -2.076094, 2.825514], [-4.785606, 3.115891, -1.920518], [2.380723, -0.986136, 1.470873], [-2.703165, 0.053443, 2.577068], [-0.388889, -1.318212, -2.244820], [-0.676945, -3.288848, 3.937415], [-3.178184, -3.029563, 1.120544], [-0.098755, -0.345559, 1.168791], [-1.611883, 2.205270, 1.447426], [1.318135, 2.306260, 0.264985], [-1.258533, 3.197639, -2.008150], [-1.048278, 0.115230, -3.216023], [1.092848, 0.878877, -2.334698], [-5.403966, 3.304291, -0.307605], [-2.430825, -2.271474, -2.146083], [-0.440950, 0.837057, 2.441640], [-0.674507, -5.909590, 2.386138], [-2.956185, 1.218749, -2.144168]], "forces_ev_per_a": [[5.9, -4.5, -0.5], [2.4, -3.4, 0.8], [1.3, -0.2, 1.9], [1.7, -3.6, -0.4], [0.3, 1.0, 0.3], [-3.3, 0.6, -2.9], [-3.6, 2.2, 2.3], [-1.0, 1.5, -0.3], [0.5, -0.8, -3.4], [0.1, -2.2, -0.5], [-2.1, 1.8, -0.3], [1.6, -2.2, 0.0], [-0.1, 0.6, 0.2], [-3.0, -0.5, 1.2], [-1.1, -0.7, -3.2], [-0.4, -0.2, 0.8], [-1.3, -2.0, 3.5], [-0.2, -1.1, 0.1], [2.5, 2.6, 2.4], [0.5, 0.3, -2.7], [-0.7, 1.3, -1.9], [-2.3, 0.8, 6.0], [-0.8, 0.1, -0.5], [-2.6, -0.9, 1.1], [0.9, -1.9, -2.0], [-0.3, 0.1, 1.4], [0.9, 0.0, -0.4], [-0.1, 1.1, 1.2], [-0.7, 0.7, 0.5], [-0.3, 0.1, 1.1], [2.0, 4.7, -1.5], [-0.7, 0.5, -0.5], [1.2, 0.3, 0.3], [0.1, 0.2, -0.9], [0.0, 0.3, -0.3], [-0.8, -0.3, 0.3], [-0.5, 0.9, -1.1], [0.7, -0.2, 0.0], [-0.5, -2.0, -1.3], [-0.8, 0.3, -0.3], [-1.0, -0.1, 0.0], [1.0, -0.3, 0.7], [2.5, 1.0, -2.3], [1.2, -0.3, -0.9], [0.5, 0.6, -2.0], [0.9, 1.2, 0.3], [-0.8, 0.1, 2.5], [0.5, 2.3, 1.4]], "nbo_charge": [2.461, 2.440, -0.573, -0.497, -0.705, -0.839, -0.880, -0.927, -0.863, -0.735, -0.853, -0.707, -0.892, -0.651, -0.693, -0.855, -0.776, -0.786, -0.506, -0.530, -0.146, 0.552, -0.099, 0.052, 0.562, -0.228, 0.247, 0.484, -0.093, -0.072, 0.943, 0.373, 0.511, 0.236, 0.250, 0.455, 0.511, 0.208, 0.261, 0.512, 0.498, 0.226, 0.219, 0.414, 0.353, 0.203, 0.512, 0.426], "homo_lumo_gap_ev": 9.25, "max_force_ev_per_a": 7.42, "energy_ev": -67311.030}